DFT (ωB97M-V/def2-TZVPD) results for a molecular structure, C37H39FeN4P2.

Calculated values
expectation value of S²	6.02
spin multiplicity	5
energy	-3598.64856	hartree
total charge	+1
Kohn-Sham gap (spin up / spin down)	7.79 / 7.31	eV
max |F|	0.6	eV Å⁻¹

The geometry in XYZ format:
```
83
C37H39FeN4P2, DFT ωB97M-V/def2-TZVPD
Fe 0.230 0.053 0.118
C 2.517 -1.727 -1.503
P 0.720 -1.941 -1.202
C 0.490 -3.709 -0.859
C 0.959 -4.193 0.364
C 0.805 -5.529 0.697
C 0.165 -6.391 -0.185
C -0.314 -5.915 -1.396
C -0.152 -4.578 -1.735
C -0.154 -1.629 -2.765
C -1.512 -1.323 -2.696
C -2.251 -1.106 -3.851
C -1.630 -1.173 -5.089
C -0.275 -1.466 -5.170
C 0.457 -1.702 -4.016
C 2.870 -0.277 -1.320
C 4.001 0.449 -1.602
C 3.722 1.800 -1.227
C 2.446 1.808 -0.721
C 1.570 2.890 -0.142
P -0.179 2.415 -0.482
C -1.184 3.381 0.692
C -1.001 3.116 2.051
C -1.746 3.783 3.008
C -2.702 4.715 2.619
C -2.903 4.969 1.272
C -2.147 4.307 0.312
C -0.500 3.044 -2.139
C -0.939 2.173 -3.130
C -1.156 2.635 -4.421
C -0.935 3.969 -4.722
C -0.491 4.845 -3.738
C -0.269 4.385 -2.451
N 1.918 0.543 -0.779
H 2.753 -2.098 -2.502
H 3.041 -2.386 -0.803
H 1.461 -3.523 1.057
H 1.182 -5.899 1.641
H 0.041 -7.435 0.073
H -0.809 -6.587 -2.084
H -0.526 -4.218 -2.684
H -2.008 -1.259 -1.732
H -3.305 -0.872 -3.780
H -2.200 -0.995 -5.991
H 0.214 -1.515 -6.134
H 1.511 -1.931 -4.101
H 4.914 0.079 -2.042
H 4.389 2.643 -1.314
H 1.791 3.871 -0.564
H 1.669 2.978 0.944
H -0.270 2.378 2.373
H -1.585 3.577 4.058
H -3.286 5.238 3.364
H -3.650 5.688 0.962
H -2.317 4.517 -0.736
H -1.097 1.127 -2.899
H -1.491 1.950 -5.189
H -1.102 4.332 -5.727
H -0.311 5.885 -3.976
H 0.081 5.073 -1.690
C -2.249 -1.677 4.400
C -2.036 -2.388 3.081
N -1.133 -1.577 2.270
C -0.060 -0.925 2.824
N 0.770 -0.330 1.986
C 2.006 0.281 2.493
C 2.407 -0.304 3.831
C 1.222 -0.246 4.771
N 0.072 -0.910 4.158
C -0.905 -1.501 5.075
H -2.914 -2.250 5.045
H -2.710 -0.704 4.219
H -2.969 -2.505 2.532
H -1.617 -3.386 3.252
H -0.923 -1.949 1.353
H 1.872 1.363 2.591
H 2.784 0.135 1.744
H 3.243 0.254 4.252
H 2.729 -1.341 3.709
H 0.966 0.789 5.021
H 1.431 -0.769 5.704
H -0.983 -0.834 5.935
H -0.524 -2.461 5.438
```

natural (NBO) population analysis, charges in e, atoms 1 to 8:
1. Fe 1.257
2. C -0.715
3. P 0.823
4. C -0.379
5. C -0.211
6. C -0.205
7. C -0.189
8. C -0.215

---

DFT (ωB97M-V/def2-TZVPD) results for 2 unconnected molecules or ions with the total composition C6H13N2 in a non-equilibrium geometry.

Calculated values
relative energy (zero: lowest compared OMol25 entry of this formula, charge and spin)	48.0	kcal/mol
energy	-345.61945	hartree
total charge	+1
Kohn-Sham gap	8.03	eV
max |F|	1.2	eV Å⁻¹

The geometry in XYZ format:
```
21
C6H13N2, DFT ωB97M-V/def2-TZVPD
C 1.910 -2.083 -0.242
C 1.348 -2.237 -1.434
C 2.502 -0.581 1.510
N 1.887 -0.849 0.430
H 2.546 -2.848 0.183
H 0.603 -1.563 -1.843
H 1.457 -3.160 -1.987
H 2.364 0.407 1.925
H 3.158 -1.259 2.041
H 1.292 -0.016 0.090
C -3.372 0.973 -0.471
C -2.008 1.552 -0.307
C -1.014 1.025 0.395
N 0.370 1.478 0.330
H -3.398 0.037 0.096
H -4.114 1.615 0.006
H -3.657 0.763 -1.497
H -1.757 2.472 -0.836
H -1.118 0.098 0.953
H 0.547 2.077 1.131
H 0.454 2.099 -0.474
```

natural (NBO) population analysis, charges in e, atoms 1 to 8:
1. C -0.082
2. C -0.286
3. C 0.096
4. N -0.429
5. H 0.230
6. H 0.220
7. H 0.241
8. H 0.220

---

DFT (ωB97M-V/def2-TZVPD) results for a molecular structure, C15H24N4O2S in a non-equilibrium geometry.

Calculated values
relative energy (zero: lowest compared OMol25 entry of this formula, charge and spin)	400.6	kcal/mol
energy	-1353.11680	hartree
total charge	0
Kohn-Sham gap	8.86	eV
max |F|	13.6	eV Å⁻¹

The geometry in XYZ format:
```
46
C15H24N4O2S, DFT ωB97M-V/def2-TZVPD
C -1.542 -2.588 -0.893
C -0.817 -1.506 -0.204
N 0.058 -1.561 0.734
N 0.350 -0.472 1.150
C -0.314 0.267 0.310
N -1.236 -0.254 -0.375
C -2.180 0.314 -1.186
H -2.130 -0.146 -2.382
H -1.780 1.466 -1.698
C -3.482 0.517 -0.796
C -3.680 1.677 0.466
H -4.075 2.569 0.082
C -4.568 0.543 1.244
H -4.409 1.020 2.449
C -4.282 -0.738 0.863
H -5.163 -1.449 1.300
O -3.995 -0.870 -0.353
H -3.416 -1.126 1.609
H -5.518 1.065 1.031
H -2.681 1.618 1.053
H -4.201 0.930 -1.695
S -0.188 2.270 0.700
C 0.997 2.462 -0.884
C 1.537 1.059 -1.170
O 1.148 0.602 -2.565
N 2.690 0.545 -0.614
C 3.084 0.908 0.644
H 3.137 2.344 0.538
C 4.393 0.537 1.070
C 4.487 -0.979 1.264
C 3.382 -1.488 0.278
C 3.103 -0.817 -1.066
H 4.097 -0.636 -1.485
H 2.381 -1.408 -1.608
H 2.399 -1.724 0.883
H 3.704 -2.411 0.095
H 5.462 -1.346 0.783
H 4.249 -1.131 2.509
H 4.835 1.134 1.856
H 5.015 0.947 0.218
H 2.466 0.738 1.615
H 1.613 3.170 -0.455
H 0.287 2.665 -1.734
H -1.366 -3.677 -0.501
H -1.332 -2.497 -2.076
H -2.519 -2.543 -1.001
```

natural (NBO) population analysis, charges in e, atoms 1 to 8:
1. C -0.650
2. C 0.313
3. N -0.274
4. N -0.298
5. C 0.355
6. N -0.431
7. C -0.278
8. H 0.255

---

DFT (ωB97M-V/def2-TZVPD) results for C2H4N2OS2 in the gas phase in a non-equilibrium geometry.

Calculated values
relative energy (zero: lowest compared OMol25 entry of this formula, charge and spin)	86.3	kcal/mol
structure (SMILES)	O=CSN/C=N/S
energy	-1059.60575	hartree
total charge	0
Kohn-Sham gap	8.59	eV
max |F|	5.2	eV Å⁻¹

The geometry in XYZ format:
```
11
C2H4N2OS2, DFT ωB97M-V/def2-TZVPD
O -2.223 0.746 -2.313
C -1.442 0.216 -1.644
S -1.775 -0.954 -0.239
N 0.042 -1.235 -0.441
C 0.958 -0.570 0.448
N 0.447 0.515 1.030
S 1.282 1.426 2.141
H -0.151 0.343 -1.398
H 0.399 -2.102 -0.521
H 2.131 -0.598 0.442
H 0.333 2.213 2.495
```

natural (NBO) population analysis, charges in e, atoms 1 to 8:
1. O -0.503
2. C 0.312
3. S 0.316
4. N -0.739
5. C 0.186
6. N -0.651
7. S 0.212
8. H 0.175

---

DFT (ωB97M-V/def2-TZVPD) results for C19H23BrN2O3S in the gas phase in a non-equilibrium geometry.

Calculated values
relative energy (zero: lowest compared OMol25 entry of this formula, charge and spin)	367.6	kcal/mol
structure (SMILES)	COc1ccc(CN2CCCN(S(=O)(=O)c3ccc(Br)cc3)CC2)cc1
energy	-4044.62703	hartree
total charge	0
Kohn-Sham gap	8.34	eV
max |F|	16.7	eV Å⁻¹

The geometry in XYZ format:
```
49
C19H23BrN2O3S, DFT ωB97M-V/def2-TZVPD
C -0.306 -4.830 1.878
O -1.116 -4.083 2.580
C -2.040 -3.269 1.837
C -2.449 -3.497 0.351
C -3.373 -2.620 -0.023
C -3.962 -1.446 0.718
C -4.751 -0.811 -0.049
N -4.323 0.407 -0.965
C -3.506 -0.234 -1.772
C -2.953 1.028 -2.690
C -1.648 1.657 -2.168
N -1.368 1.134 -0.926
S -0.281 -0.205 -1.053
O -0.276 -0.831 -2.446
O -0.540 -1.264 0.021
C 1.366 0.414 -0.739
C 2.219 1.008 -1.487
C 3.338 1.519 -1.218
C 3.675 1.781 0.170
Br 5.299 2.678 0.532
C 2.958 0.937 0.933
C 1.583 0.508 0.676
C -2.063 1.205 0.404
C -3.572 1.283 0.131
C -3.507 -1.517 1.905
C -2.519 -2.269 2.528
H 0.068 -4.447 0.925
H 0.368 -5.119 2.429
H -0.796 -5.859 1.480
H -2.092 -4.260 -0.024
H -3.851 -2.989 -1.063
H -5.524 -1.151 -0.821
H -5.447 -0.309 0.680
H -4.223 -0.741 -2.697
H -2.787 -0.664 -1.455
H -3.724 1.897 -2.995
H -2.628 0.718 -3.739
H -1.866 2.727 -1.741
H -0.728 1.695 -2.585
H 1.867 0.690 -2.663
H 3.898 2.003 -2.068
H 3.156 1.150 2.125
H 0.918 0.276 1.300
H -1.851 2.009 1.038
H -1.861 0.284 1.087
H -3.638 2.247 -0.557
H -4.020 1.493 1.003
H -3.902 -0.738 2.688
H -2.338 -2.030 3.569
```

natural (NBO) population analysis, charges in e, atoms 1 to 8:
1. C -0.187
2. O -0.495
3. C 0.361
4. C -0.226
5. C -0.142
6. C -0.212
7. C -0.272
8. N -0.395

---

DFT (ωB97M-V/def2-TZVPD) results for a molecular structure, C24H20CoN2O2PS in a non-equilibrium geometry.

Calculated values
expectation value of S²	0.79
spin multiplicity	2
energy	-3308.56424	hartree
total charge	+1
Kohn-Sham gap (spin up / spin down)	6.92 / 6.99	eV
max |F|	6.1	eV Å⁻¹

The geometry in XYZ format:
```
51
C24H20CoN2O2PS, DFT ωB97M-V/def2-TZVPD
Co -0.225 -0.492 0.197
O -0.097 -0.379 -1.801
N 0.915 -0.676 -2.577
C 0.856 -0.368 -3.884
C 1.896 -0.653 -4.729
C 3.036 -1.283 -4.225
C 3.095 -1.585 -2.883
C 2.021 -1.268 -2.044
S 2.015 -1.568 -0.364
H -0.054 0.112 -4.202
H 1.823 -0.385 -5.770
H 3.862 -1.526 -4.875
H 3.964 -2.054 -2.444
O 1.242 -0.859 2.713
N 0.116 -0.314 2.075
C -0.642 0.281 3.043
C -1.776 1.063 2.945
C -2.363 1.475 4.190
C -3.550 2.133 4.248
C -4.255 2.429 3.065
C -3.710 2.094 1.840
C -2.464 1.476 1.745
P -1.781 1.235 0.091
C -1.729 2.835 -0.757
C -1.597 2.816 -2.148
C -1.530 4.002 -2.851
C -1.574 5.211 -2.170
C -1.670 5.231 -0.788
C -1.732 4.048 -0.072
C -3.124 0.297 -0.710
C -4.154 0.880 -1.443
C -5.204 0.097 -1.890
C -5.230 -1.261 -1.615
C -4.198 -1.851 -0.898
C -3.152 -1.074 -0.441
H 1.860 -1.183 2.042
H -0.252 0.083 4.034
H -1.839 1.220 5.100
H -3.960 2.425 5.201
H -5.201 2.940 3.119
H -4.250 2.341 0.935
H -1.560 1.862 -2.658
H -1.445 4.001 -3.927
H -1.541 6.139 -2.721
H -1.703 6.178 -0.271
H -1.800 4.059 1.006
H -4.131 1.939 -1.657
H -6.011 0.545 -2.449
H -6.057 -1.864 -1.958
H -4.233 -2.910 -0.694
H -2.333 -1.520 0.148
```

natural (NBO) population analysis, charges in e, atoms 1 to 8:
1. Co 0.992
2. O -0.660
3. N 0.030
4. C 0.028
5. C -0.249
6. C -0.147
7. C -0.225
8. C 0.036